1.
Molecular formula: C37H58GeN3O6RuS2Se2Si
Method: DFT, ωB97M-V/def2-TZVPD

The spin multiplicity is 2. Its expectation value of S² is 0.76. For the HOMO energy (spin up / spin down), the calculation gives -1.7864 / -1.8996 eV. The charge is -2. The HOMO-LUMO gap (spin up / spin down) is 0.2251 / 0.2292 Ha.

The geometry in XYZ format:
```
111
C37H58GeN3O6RuS2Se2Si (ωB97M-V/def2-TZVPD)
Ru -0.439 -0.443 1.947
Se -0.966 -2.210 0.429
Se -0.375 -1.872 3.863
Ge -2.972 0.434 1.099
S -2.093 0.683 3.442
S 0.429 2.035 0.777
Si 2.364 -0.397 -0.195
O 0.698 1.453 2.145
O 0.895 3.402 0.709
O 1.084 1.148 -0.232
O 2.102 -5.631 1.947
O -1.028 1.899 0.525
O -2.565 -4.079 2.576
N -1.604 3.319 3.051
N 0.487 -0.191 -2.477
N -0.533 2.217 4.856
C -5.782 3.362 -1.159
C 0.506 1.187 -2.959
C -3.804 3.331 0.458
C 3.866 1.673 1.185
C -4.266 3.345 -0.997
C -4.218 -0.584 -2.877
C -4.199 -0.297 -1.374
C 5.606 2.178 -0.909
C 4.602 1.225 -1.036
C -1.466 -4.910 2.847
C -2.828 0.135 -0.855
C -0.843 4.393 3.247
C -0.082 -4.450 2.352
C -1.025 5.548 2.310
C 3.710 0.947 0.003
C 3.178 -3.214 -0.452
C 5.318 -4.211 -0.006
C -0.193 -1.081 -3.389
C -3.995 0.654 -3.738
C 3.975 -4.344 -0.334
C 0.591 -3.496 3.352
C 0.335 1.284 -4.483
C 4.874 2.618 1.327
C 5.751 2.874 0.282
C 5.014 -1.821 0.095
C 0.180 3.312 5.072
C -0.064 -3.891 0.923
C 3.660 -1.912 -0.243
C 0.746 -5.755 2.342
C 5.833 -2.942 0.207
C 1.519 -1.008 1.389
C -4.104 2.067 1.261
C 1.100 0.154 -5.165
C 1.764 -0.704 -1.999
C 0.111 4.422 4.256
C 0.511 -1.208 -4.753
C -1.344 2.248 3.795
H -5.122 1.709 1.051
H 2.603 -0.355 -2.636
H -2.734 3.525 0.506
H -1.945 5.424 1.746
H 2.128 -3.353 -0.692
H 4.521 0.675 -1.968
H -3.851 2.491 -1.534
H -6.242 2.477 -0.714
H 0.717 -4.017 4.308
H -6.075 3.390 -2.212
H -1.208 -0.699 -3.539
H 5.950 -5.087 0.096
H -4.962 0.457 -1.147
H -3.843 -0.730 1.656
H 3.165 1.523 1.998
H 0.299 -6.454 1.630
H 2.053 -0.523 2.220
H 2.147 0.209 -4.850
H 0.685 -6.209 3.343
H 1.728 -2.071 1.481
H -2.476 1.071 -1.281
H 1.307 -1.955 -4.696
H -1.036 6.502 2.841
H -2.318 -3.169 2.810
H -3.847 4.232 -1.486
H -6.215 4.237 -0.667
H 6.534 3.617 0.392
H 2.460 -4.813 2.309
H -4.086 2.318 2.320
H -4.507 -1.206 -0.848
H -0.546 -4.614 0.256
H -4.757 1.411 -3.535
H 1.093 0.268 -6.253
H -4.034 0.411 -4.803
H -5.176 -1.043 -3.147
H -0.204 -1.565 -5.503
H -0.308 -2.057 -2.912
H 6.277 2.372 -1.739
H 1.763 -1.785 -2.142
H 4.963 3.170 2.256
H 3.543 -5.328 -0.476
H -0.251 1.788 -2.442
H 1.583 -3.201 3.005
H -3.023 1.105 -3.535
H -3.446 -1.327 -3.099
H -0.722 1.220 -4.762
H -0.191 5.539 1.604
H -1.373 -5.110 3.928
H 6.878 -2.819 0.473
H 0.846 3.287 5.930
H -1.704 -5.866 2.365
H 0.981 -3.834 0.620
H 5.450 -0.847 0.288
H 0.755 5.279 4.401
H 0.682 2.263 -4.823
H 1.468 1.627 -2.683
H -2.098 -0.630 -1.109
H -4.300 4.174 0.964
```


2.
Molecular formula: C16H48O12
Method: DFT, ωB97M-V/def2-TZVPD

The spin multiplicity is 1. For the HOMO energy, the calculation gives -9.6538 eV. The charge is 0. As for the SMILES: OCCO.OCCO.OCCO.OCCO.CCO.CCO.CCO.CCO. The HOMO-LUMO gap is 0.3653 Ha.

The geometry in XYZ format:
```
76
C16H48O12 (ωB97M-V/def2-TZVPD)
O 0.681 1.960 5.898
O -2.765 -2.302 -0.826
O 4.036 -1.164 -2.728
O 4.375 3.415 0.565
O 1.171 -0.756 -2.458
O -2.097 -0.196 0.933
O 1.627 -4.213 -1.623
O 0.767 2.696 -5.729
O 4.803 1.022 -1.064
O -5.844 -3.070 0.823
O -3.547 1.390 2.692
O 2.507 -1.801 -0.079
C 1.713 -4.105 -0.215
C -4.793 0.897 3.140
C 4.568 0.998 0.354
C -4.629 -2.363 0.624
C -0.455 3.264 -5.228
C -3.795 -3.160 -0.368
C 1.468 -2.696 0.268
C 3.715 2.176 0.762
C -4.607 -0.247 4.130
C -0.766 0.317 0.962
C 0.432 1.246 4.691
C 1.993 0.098 -3.272
C -0.618 1.429 -0.081
C 1.750 0.753 4.136
C -1.050 2.339 -4.209
C 3.209 -0.661 -3.754
H -2.190 -2.793 -1.421
H 2.225 0.133 4.897
H 3.794 -0.085 -4.483
H -6.427 -2.517 1.349
H 0.939 -4.741 0.229
H -5.307 1.728 3.626
H -3.398 -4.039 0.146
H 5.512 1.010 0.899
H 2.455 1.534 3.849
H 1.448 0.395 -4.174
H 1.397 -2.694 1.361
H -5.408 0.595 2.283
H -0.351 2.145 -3.390
H -0.605 0.953 -1.062
H -1.147 3.402 -6.068
H -1.429 2.147 0.026
H 0.087 2.712 5.940
H -0.058 -0.468 0.674
H -4.460 -3.485 -1.175
H 2.671 -4.460 0.182
H 3.505 2.101 1.829
H -0.491 0.607 1.974
H -1.399 1.377 -4.579
H 1.322 3.403 -6.067
H 1.581 0.158 3.233
H 2.839 -1.536 -4.296
H 2.776 2.142 0.202
H 5.620 1.497 -1.240
H -0.091 1.892 3.977
H 0.395 -1.006 -2.963
H -3.167 0.734 2.082
H 2.214 0.978 -2.668
H -5.564 -0.633 4.494
H -0.256 4.249 -4.798
H -2.140 -0.820 0.191
H -1.903 2.840 -3.740
H 2.478 -3.941 -1.984
H 4.296 -0.449 -2.124
H -4.032 0.109 4.982
H 4.020 0.076 0.555
H 0.517 -2.357 -0.161
H 4.521 3.535 -0.379
H 0.335 1.952 0.030
H -0.227 0.384 4.849
H 2.218 -1.295 -0.851
H -4.097 -1.074 3.632
H -4.072 -2.298 1.566
H -4.798 -1.360 0.223
```


3.
Molecular formula: C7H14
Method: DFT, ωB97M-V/def2-TZVPD

The spin multiplicity is 1. For the HOMO energy, the calculation gives -6.8726 eV. The charge is 0. The HOMO-LUMO gap is 0.2931 Ha.

The geometry in XYZ format:
```
21
C7H14 (ωB97M-V/def2-TZVPD)
C 0.023 0.955 -0.590
C -0.577 -0.098 0.247
C -0.868 1.441 -1.718
C 1.287 -0.650 1.087
C 0.374 0.676 -2.029
C -1.133 0.364 1.558
C 0.212 -1.867 0.250
H -0.521 1.094 2.125
H 1.022 -2.577 0.518
H 2.164 -0.804 0.456
H -0.882 2.510 -1.910
H 1.376 -1.198 2.028
H 0.260 -0.346 -2.381
H 1.217 1.213 -2.453
H 0.618 1.750 -0.113
H -1.377 -0.470 2.228
H 1.248 0.411 1.337
H 0.136 -1.932 -0.833
H -0.682 -2.269 0.726
H -1.820 0.935 -1.843
H -2.079 0.863 1.309
```


4.
Molecular formula: C27H44NO21PS
Method: DFT, ωB97M-V/def2-TZVPD

The spin multiplicity is 1. For the HOMO energy, the calculation gives -9.0623 eV. The charge is 0. As for the SMILES: CCCCCCCCOC(=O)N(S)[PH2]=O.O=C1OCCO1.O=C1OCCO1.O=C1OCCO1.O=C1OCCO1.O=C1OCCO1.O=C1OCCO1. The HOMO-LUMO gap is 0.3378 Ha.

The geometry in XYZ format:
```
95
C27H44NO21PS (ωB97M-V/def2-TZVPD)
S -7.256 3.451 -3.369
P -6.791 1.745 -1.083
O 1.210 1.416 -4.957
O -8.235 1.919 -0.871
O -0.775 1.070 -3.995
O -0.607 1.866 5.699
O 7.118 -1.381 -2.776
O 0.428 0.569 0.309
O 4.172 -1.925 0.531
O 7.790 -1.645 -4.886
O -5.641 4.802 -1.384
O -1.419 0.124 6.871
O -0.023 1.598 2.256
O -0.279 0.035 -5.931
O 3.541 -4.479 -2.679
O 7.922 0.384 -3.919
O 3.313 -2.352 -3.376
O 6.198 -2.734 -0.032
O 1.932 1.946 1.254
O -3.942 3.345 -1.773
O 5.531 -2.806 2.092
O -0.759 -0.175 4.768
O 1.929 -3.159 -1.822
N -6.065 2.704 -2.317
C -2.942 2.738 0.407
C 7.562 -2.965 -4.379
C 0.006 1.789 -3.034
C 1.860 2.906 2.319
C 0.775 2.327 3.202
C -0.999 -1.486 5.291
C 2.977 -3.433 -2.626
C 5.198 -2.437 0.831
C -3.459 -0.964 1.026
C 1.110 2.370 -3.892
C -2.668 0.344 1.089
C -5.795 -0.864 3.230
C -3.150 3.795 -0.669
C 6.699 -2.696 -3.166
C -1.854 -1.192 6.506
C 0.749 1.303 1.194
C 1.692 -1.744 -1.871
C -4.961 -0.828 0.823
C 7.637 -0.766 -3.865
C 7.346 -3.123 0.728
C -5.674 -0.060 1.934
C 0.020 0.769 -5.051
C 2.290 -1.366 -3.203
C -0.900 0.716 5.775
C 6.727 -3.588 2.030
C -5.223 3.729 -1.762
C -2.878 1.296 -0.097
H -3.740 2.819 1.147
H 8.524 -3.413 -4.121
H -5.250 0.928 2.115
H -7.802 2.312 -3.815
H 6.863 -3.407 -2.362
H -3.771 1.071 -0.677
H 0.181 3.076 3.708
H 7.354 -3.396 2.896
H 7.897 -3.905 0.212
H -5.196 -0.393 -0.147
H 7.992 -2.253 0.856
H 7.071 -3.585 -5.124
H 2.202 -1.273 -1.032
H -2.882 0.880 2.013
H 0.379 1.089 -2.283
H -3.542 4.705 -0.227
H -6.000 2.008 0.051
H 2.820 2.995 2.819
H -2.919 -1.154 6.269
H -6.532 0.430 -1.500
H -3.060 -1.537 0.186
H 0.629 -1.524 -1.810
H -1.998 2.943 0.908
H 1.587 3.876 1.897
H 5.638 -2.675 -3.406
H -5.384 -1.835 0.817
H -6.308 -0.265 3.979
H -0.042 -1.940 5.552
H -6.702 0.110 1.601
H 2.059 2.457 -3.368
H -1.620 0.074 1.082
H -2.028 1.214 -0.774
H 1.573 -1.452 -4.023
H -1.497 -2.106 4.551
H -4.832 -1.207 3.598
H -1.694 -1.887 7.325
H -3.229 -1.546 1.918
H -6.445 -1.712 3.026
H 1.165 1.628 3.936
H 2.717 -0.366 -3.208
H 0.846 3.340 -4.317
H -0.600 2.545 -2.541
H 6.455 -4.645 2.010
H -2.177 4.047 -1.087
```